C31H51NO26S3 | ωB97M-V with the def2-TZVPD basis set

Geometry as ORCA input:
```
! wB97M-V def2-TZVPD RIJCOSX def2/J DEFGRID3
* xyz 0 1
C -0.44 0.84 0.25
N -0.52 -0.52 -0.29
O -1.15 -0.71 -1.31
O 0.00 -1.43 0.33
H 0.61 0.92 0.53
H -1.04 0.96 1.15
H -0.64 1.48 -0.61
O 2.22 0.42 -3.06
S 1.93 1.71 -2.50
O 2.33 1.92 -1.13
O 2.45 2.85 -3.49
C 1.34 3.59 -4.02
C 0.19 2.59 -4.01
O 0.34 1.96 -2.73
H 1.21 4.43 -3.34
H 1.53 3.95 -5.02
H 0.24 1.77 -4.73
H -0.78 3.06 -4.18
O 6.03 -1.01 2.00
S 5.26 -2.01 1.32
O 5.89 -3.20 0.82
O 3.95 -2.41 2.18
C 2.75 -2.27 1.43
C 3.04 -1.19 0.39
O 4.44 -1.30 0.12
H 2.65 -3.20 0.85
H 1.88 -2.15 2.05
H 2.88 -0.16 0.72
H 2.49 -1.33 -0.53
O -0.56 0.50 -6.90
S -1.85 0.39 -6.31
O -2.83 1.37 -6.60
O -2.45 -1.10 -6.55
C -1.74 -2.03 -5.70
C -1.10 -1.19 -4.56
O -1.68 0.11 -4.72
H -2.36 -2.88 -5.43
H -0.97 -2.44 -6.36
H -0.03 -1.11 -4.76
H -1.37 -1.50 -3.56
O -1.10 5.46 3.24
C -0.51 5.37 2.20
C 0.93 5.80 2.05
C 1.25 5.53 0.59
C 0.08 4.69 0.09
O -0.93 4.66 1.11
H 1.03 6.84 2.34
H 1.55 5.16 2.66
H 1.42 6.48 0.09
H 2.15 4.94 0.39
H -0.31 5.21 -0.79
H 0.43 3.70 -0.18
O -2.62 -0.73 3.35
C -1.80 0.13 3.56
C -0.37 0.01 4.12
C -0.13 1.44 4.56
C -0.98 2.29 3.67
O -2.14 1.42 3.42
H -0.28 -0.73 4.90
H 0.25 -0.22 3.24
H -0.42 1.61 5.60
H 0.91 1.69 4.37
H -1.39 3.17 4.15
H -0.60 2.57 2.69
O 0.70 -6.25 3.75
C 0.01 -5.27 3.63
C -1.21 -4.85 4.43
C -2.00 -4.26 3.29
C -0.94 -3.62 2.38
O 0.21 -4.45 2.57
H -1.60 -5.75 4.90
H -0.96 -4.20 5.27
H -2.51 -5.02 2.69
H -2.80 -3.54 3.49
H -1.43 -3.60 1.41
H -0.82 -2.57 2.67
O 2.26 1.95 2.23
C 3.44 1.89 2.44
C 4.60 2.21 1.47
C 5.82 2.09 2.41
C 5.26 1.68 3.78
O 3.92 1.29 3.53
H 4.70 1.50 0.65
H 4.47 3.23 1.12
H 6.59 1.45 1.99
H 6.34 3.05 2.50
H 5.86 0.89 4.22
H 5.31 2.53 4.46
O -2.56 -6.83 0.50
C -1.95 -6.13 -0.25
C -2.46 -5.10 -1.26
C -1.23 -4.20 -1.48
C -0.04 -4.99 -0.95
O -0.61 -6.07 -0.22
H -2.73 -5.56 -2.21
H -3.35 -4.60 -0.88
H -1.14 -4.03 -2.56
H -1.33 -3.23 -1.00
H 0.51 -5.51 -1.73
H 0.63 -4.28 -0.46
O -6.51 1.69 -0.67
C -5.75 1.41 -1.54
C -5.99 1.41 -3.02
C -4.55 1.34 -3.54
C -3.78 0.59 -2.46
O -4.50 0.97 -1.27
H -6.62 0.53 -3.15
H -6.49 2.36 -3.22
H -4.61 0.87 -4.52
H -4.14 2.34 -3.68
H -3.80 -0.50 -2.47
H -2.77 0.97 -2.39
*
```

Energy above the lowest of the compared OMol25 structures with the same formula, charge and spin = 0.00 kJ/mol
LUMO = -0.523 eV
SMILES = C[N+](=O)[O-].O=S1(=O)OCCO1.O=S1(=O)OCCO1.O=S1(=O)OCCO1.O=C1CCCO1.O=C1CCCO1.O=C1CCCO1.O=C1CCCO1.O=C1CCCO1.O=C1CCCO1
HOMO energy = -0.3634 Eh
Strongest force on any atom = 2.1 eV/A

C31H52BrMnN5P2 | ωB97M-V with the def2-TZVPD basis set

Geometry as ORCA input:
```
! wB97M-V def2-TZVPD RIJCOSX def2/J DEFGRID3
* xyz 2 6
N 1.20 5.37 3.34
C 0.59 4.56 4.22
C 1.18 3.36 4.67
C 2.46 3.00 4.15
C 3.11 3.94 3.32
C 2.42 5.07 2.91
C 3.09 1.70 4.32
Mn 0.73 -0.84 -0.07
P -1.18 -2.59 -2.34
C 3.85 1.18 3.32
C 3.36 0.10 2.53
C 3.94 -0.08 1.25
C 3.35 -0.92 0.32
C 2.26 -1.63 0.81
C 1.70 -1.60 2.09
C 2.28 -0.70 2.99
Br 1.32 -3.22 -0.58
H 2.89 1.16 5.24
H 4.75 1.64 2.88
H 0.68 2.69 5.38
H 4.13 3.76 2.97
H -0.42 4.85 4.51
H 2.88 5.71 2.15
H 4.84 0.51 1.05
H 1.93 -0.50 4.03
H 3.74 -1.13 -0.67
H 0.86 -2.25 2.32
P 0.77 1.32 -1.52
C -1.76 -4.04 -1.32
C -1.23 -5.45 -1.58
H -2.85 -4.04 -1.50
H -1.56 -3.79 -0.26
H -1.40 -6.02 -0.65
H -1.79 -5.95 -2.38
H -0.15 -5.50 -1.78
C 0.17 -3.04 -3.55
C 0.22 -4.39 -4.24
H 1.09 -2.93 -2.94
H 0.18 -2.22 -4.30
H 1.25 -4.53 -4.62
H 0.00 -5.22 -3.57
H -0.44 -4.44 -5.12
C -2.56 -2.26 -3.47
C -3.25 -3.51 -4.02
H -2.06 -1.71 -4.28
H -3.26 -1.56 -2.98
H -3.96 -3.22 -4.80
H -2.51 -4.18 -4.49
H -3.82 -4.07 -3.26
C -0.78 2.10 -2.14
C -1.54 1.27 -3.16
H -0.51 3.07 -2.59
H -1.43 2.35 -1.29
H -2.31 1.88 -3.64
H -0.89 0.90 -3.96
H -2.05 0.41 -2.71
C 1.66 0.99 -3.09
C 3.13 0.65 -2.96
H 1.53 1.86 -3.75
H 1.12 0.15 -3.56
H 3.60 0.67 -3.95
H 3.66 1.38 -2.34
H 3.30 -0.34 -2.54
C 1.70 2.67 -0.65
C 0.89 3.83 -0.06
H 2.43 3.06 -1.38
H 2.28 2.20 0.16
H 1.54 4.70 0.09
H 0.05 4.15 -0.69
H 0.49 3.59 0.94
C -1.27 -0.89 2.64
N -1.03 -0.27 1.30
C -0.94 1.21 1.55
N -2.17 1.75 2.13
C -2.43 1.08 3.43
N -2.52 -0.40 3.27
C -3.67 -0.65 2.37
N -3.48 -0.02 1.04
C -2.24 -0.56 0.45
C -3.31 1.45 1.23
H -0.45 -0.63 3.32
H -1.35 -1.97 2.55
H -0.78 1.73 0.59
H -0.10 1.41 2.24
H -3.39 1.43 3.82
H -1.61 1.33 4.12
H -3.80 -1.73 2.23
H -4.57 -0.22 2.84
H -2.11 -0.12 -0.55
H -2.35 -1.65 0.37
H -4.22 1.86 1.67
H -3.12 1.91 0.25
*
```

LUMO (spin up / spin down) = -6.985 / -8.066 eV
HOMO energy (spin up / spin down) = -0.4842 / -0.4891 Eh
Strongest force on any atom = 4.2 eV/A

C31H52BrN4P3Pt | ωB97M-V with the def2-TZVPD basis set

Geometry as ORCA input:
```
! wB97M-V def2-TZVPD RIJCOSX def2/J DEFGRID3
* xyz 4 5
N -7.29 2.52 -6.29
C -6.78 1.28 -6.38
C -5.66 0.88 -5.63
C -5.12 1.72 -4.61
C -5.71 2.99 -4.53
C -6.78 3.34 -5.39
C -4.03 1.21 -3.75
Pt 0.50 -0.32 0.25
P 0.13 -0.90 5.40
C -3.56 1.61 -2.52
C -3.00 0.68 -1.57
C -2.90 1.01 -0.20
C -2.14 0.25 0.68
C -1.40 -0.80 0.07
C -1.86 -1.44 -1.10
C -2.63 -0.64 -1.95
Br 2.12 -1.77 1.81
H -3.61 0.32 -4.22
H -3.76 2.64 -2.23
H -5.27 -0.11 -5.84
H -5.39 3.73 -3.80
H -7.30 0.59 -7.05
H -7.25 4.34 -5.34
H -3.41 1.90 0.19
H -2.90 -1.05 -2.94
H -2.05 0.44 1.76
H -1.56 -2.48 -1.34
P 1.28 1.79 0.59
C -0.77 -2.01 4.27
C -1.70 -2.96 5.04
H -0.01 -2.56 3.69
H -1.33 -1.38 3.58
H -2.06 -3.74 4.37
H -1.17 -3.44 5.87
H -2.59 -2.45 5.44
C -0.49 0.80 5.09
C -0.40 1.60 6.39
H -1.50 0.76 4.68
H 0.15 1.26 4.34
H -1.08 2.45 6.35
H -0.66 0.97 7.24
H 0.60 2.02 6.54
C 1.87 -0.67 4.87
C 2.84 -1.76 5.30
H 2.19 0.31 5.26
H 1.88 -0.61 3.78
H 3.78 -1.64 4.75
H 3.03 -1.62 6.37
H 2.51 -2.79 5.14
C 3.12 1.78 0.61
C 3.80 2.97 -0.09
H 3.43 0.82 0.16
H 3.41 1.73 1.67
H 3.84 2.83 -1.18
H 3.29 3.92 0.13
H 4.83 3.05 0.26
C 0.75 2.59 2.13
C -0.28 3.71 2.00
H 1.65 2.94 2.65
H 0.33 1.78 2.73
H 0.09 4.54 1.39
H -1.22 3.34 1.58
H -0.50 4.12 2.99
C 0.79 2.83 -0.85
C 1.21 2.17 -2.18
H 1.22 3.84 -0.77
H -0.31 2.95 -0.82
H 0.40 2.25 -2.91
H 2.10 2.66 -2.62
H 1.43 1.10 -2.05
C 3.61 -4.15 -1.45
N 2.18 -4.28 -1.78
C 1.93 -3.99 -3.19
N 2.41 -2.65 -3.58
C 3.85 -2.58 -3.32
N 4.16 -2.86 -1.91
C 3.71 -1.76 -1.06
P 1.80 -1.69 -1.05
C 1.31 -3.50 -0.89
C 1.64 -1.57 -2.93
H 4.14 -4.93 -2.01
H 3.79 -4.24 -0.37
H 0.84 -4.04 -3.39
H 2.51 -4.69 -3.79
H 4.26 -1.58 -3.58
H 4.32 -3.36 -3.92
H 4.11 -1.90 -0.06
H 4.06 -0.80 -1.47
H 0.26 -3.60 -1.20
H 1.42 -3.81 0.15
H 1.99 -0.58 -3.25
H 0.58 -1.65 -3.21
*
```

LUMO (spin up / spin down) = -13.465 / -14.080 eV
HOMO energy (spin up / spin down) = -0.6793 / -0.6723 Eh
Strongest force on any atom = 3.1 eV/A